A) DFT (ωB97M-V with the def2-TZVPD basis set) results for a 8-piece molecular cluster, C8H32O8 overall.

Geometry (Å):
1 C 1.532 42.063 -1.516
2 O 1.131 43.379 -1.648
3 H 0.613 41.477 -1.510
4 H 2.130 41.727 -2.363
5 H 1.894 41.870 -0.507
6 H 0.735 43.552 -2.506
7 C 4.317 39.551 0.573
8 O 5.281 39.042 -0.238
9 H 3.552 40.071 -0.005
10 H 3.811 38.701 1.030
11 H 4.679 40.334 1.240
12 H 6.148 39.160 0.158
13 C 3.359 35.229 2.240
14 O 2.315 34.962 3.102
15 H 3.365 34.764 1.255
16 H 3.508 36.265 1.936
17 H 4.236 34.919 2.808
18 H 2.419 35.632 3.782
19 C 6.331 35.848 0.785
20 O 5.344 36.113 -0.208
21 H 6.466 34.772 0.895
22 H 7.235 36.215 0.298
23 H 6.265 36.329 1.761
24 H 5.352 37.067 -0.319
25 C 0.993 36.449 -0.156
26 O -0.175 36.399 0.603
27 H 0.699 36.813 -1.140
28 H 1.683 37.230 0.164
29 H 1.377 35.429 -0.169
30 H -0.406 35.493 0.819
31 C 8.397 42.091 -0.023
32 O 9.270 41.671 1.063
33 H 8.779 42.010 -1.041
34 H 7.492 41.482 -0.020
35 H 7.953 43.052 0.236
36 H 9.617 42.364 1.630
37 C 9.593 38.338 -1.020
38 O 8.525 39.126 -0.436
39 H 10.190 39.046 -1.594
40 H 10.262 37.944 -0.255
41 H 9.187 37.527 -1.625
42 H 8.981 39.856 -0.010
43 C 5.738 43.246 3.578
44 O 6.642 43.965 2.746
45 H 4.891 43.821 3.951
46 H 5.283 42.481 2.950
47 H 6.400 42.901 4.372
48 H 6.151 44.075 1.929

Calculated values
- E_LUMO: 0.3 eV
- HOMO energy: -9.79 eV
- Frontier orbital gap: 10.13 eV
- M: 256.3 g/mol

Here are the Löwdin charges for atoms 1 to 8, given in e: C -0.196; O -0.116; H 0.074; H 0.084; H 0.072; H 0.081; C -0.168; O -0.106

B) DFT (ωB97M-V with the def2-TZVPD basis set) results for a 8-piece molecular cluster, C8H32O8 overall.

Geometry (Å):
1 C 1.791 3.239 0.752
2 O 2.880 2.370 0.551
3 H 0.799 2.971 0.367
4 H 1.827 3.471 1.819
5 H 2.026 4.267 0.297
6 H 2.806 1.867 -0.300
7 C -0.536 -2.821 -2.445
8 O -1.483 -3.365 -1.559
9 H -0.879 -1.795 -2.802
10 H 0.435 -2.783 -1.893
11 H -0.578 -3.500 -3.268
12 H -1.731 -2.670 -0.955
13 C 0.978 -1.844 1.903
14 O 0.613 -1.508 0.548
15 H 1.295 -0.991 2.498
16 H 0.075 -2.229 2.402
17 H 1.763 -2.572 1.906
18 H -0.314 -1.175 0.504
19 C -0.960 1.162 1.666
20 O -1.204 1.068 0.259
21 H -1.498 2.084 2.113
22 H -1.326 0.267 2.149
23 H 0.124 1.262 1.910
24 H -0.497 1.536 -0.184
25 C -3.638 2.106 -1.534
26 O -3.689 2.181 -0.126
27 H -3.098 2.847 -2.091
28 H -3.243 1.152 -1.895
29 H -4.634 2.161 -1.795
30 H -2.839 1.982 0.221
31 C 4.247 -0.661 1.443
32 O 3.342 0.099 2.243
33 H 3.776 -1.143 0.541
34 H 5.178 -0.151 1.148
35 H 4.527 -1.440 2.116
36 H 3.192 0.935 1.794
37 C 1.853 0.087 -2.565
38 O 2.010 0.341 -1.134
39 H 2.308 0.955 -3.019
40 H 2.365 -0.853 -2.852
41 H 0.824 -0.025 -2.859
42 H 1.437 -0.189 -0.586
43 C -3.638 -1.178 0.236
44 O -2.362 -1.579 0.796
45 H -3.524 -0.915 -0.782
46 H -4.155 -2.125 0.340
47 H -4.077 -0.437 0.953
48 H -2.564 -2.461 1.169

Calculated values
- E_LUMO: 0.5 eV
- HOMO energy: -9.80 eV
- Frontier orbital gap: 10.33 eV
- M: 256.3 g/mol

Here are the Löwdin charges for atoms 1 to 8, given in e: C -0.158; O -0.147; H 0.059; H 0.087; H 0.099; H 0.075; C -0.164; O -0.128

Relative energies, hartree: A) 0.0476; B) 0.0000.

A) DFT (ωB97M-V with the def2-TZVPD basis set) results for an isolated ion of composition C2H3N4 and charge +1.

Geometry (Å):
1 C -0.151 1.325 1.437
2 C 0.776 -0.433 0.719
3 N 0.870 0.278 1.752
4 N -0.559 1.391 0.278
5 N -0.002 0.224 -0.298
6 N -0.520 -0.404 -1.312
7 H 1.261 -1.287 0.569
8 H -0.941 -1.373 -1.110
9 H -0.733 0.279 -2.034

Calculated values
- E_LUMO (alpha / beta): -8.6 / -7.1 eV
- HOMO energy (alpha / beta): -16.50 / -16.50 eV
- Total charge: +1
- Frontier orbital gap (alpha / beta): 7.87 / 9.35 eV
- M: 83.1 g/mol

Here are the Löwdin charges for atoms 1 to 8, given in e: C 0.109; C -0.075; N 0.182; N 0.146; N -0.120; N 0.257; H 0.107; H 0.223

B) DFT (ωB97M-V with the def2-TZVPD basis set) results for C2H3N4 as an isolated structure.

Geometry (Å):
1 C -0.597 -1.359 1.142
2 C -0.277 0.144 0.006
3 N -1.360 -0.494 0.589
4 N 0.625 -1.388 1.324
5 N 0.928 -0.399 0.446
6 N -0.431 1.248 -0.802
7 H 2.470 -0.562 -0.113
8 H -1.442 1.500 -0.992
9 H 0.084 1.309 -1.600

Calculated values
- E_LUMO (alpha / beta): -8.0 / -7.9 eV
- HOMO energy (alpha / beta): -15.18 / -15.18 eV
- Total charge: +1
- Frontier orbital gap (alpha / beta): 7.23 / 7.23 eV
- M: 83.1 g/mol

Here are the Löwdin charges for atoms 1 to 8, given in e: C 0.024; C -0.351; N 0.235; N 0.106; N 0.056; N 0.211; H 0.471; H 0.173

C) DFT (ωB97M-V with the def2-TZVPD basis set) results for an isolated ion of composition C2H3N4 and charge +1.

Geometry (Å):
1 C 1.780 -0.324 0.539
2 C 0.939 -0.427 -0.576
3 N 2.364 -0.155 1.484
4 N -2.379 0.962 0.165
5 N -0.475 -0.284 -0.304
6 N -1.415 0.267 0.133
7 H 1.097 0.448 -1.225
8 H 1.125 -1.433 -1.097
9 H -3.036 0.946 0.881

Calculated values
- E_LUMO: -6.6 eV
- HOMO energy: -16.83 eV
- Total charge: +1
- Frontier orbital gap: 10.25 eV
- M: 83.1 g/mol

Here are the Löwdin charges for atoms 1 to 8, given in e: C -0.211; C -0.093; N 0.240; N 0.328; N 0.231; N 0.028; H 0.166; H 0.184

Relative energies, hartree: A) 0.0537; B) 0.0927; C) 0.0000.

A) DFT (ωB97M-V with the def2-TZVPD basis set) results for a 2-piece molecular cluster, C5H12N overall.

Geometry (Å):
1 C -1.344 -2.001 -0.723
2 C -1.529 -0.534 -0.960
3 C -0.821 0.150 -1.867
4 H -2.197 -2.513 -1.175
5 H -0.489 -2.414 -1.263
6 H -1.281 -2.235 0.341
7 H -2.210 0.007 -0.306
8 H -1.087 1.119 -2.271
9 H 0.043 -0.336 -2.316
10 C 1.276 2.089 1.240
11 C 1.365 -0.310 1.321
12 N 0.871 0.740 0.804
13 H 0.391 2.715 1.328
14 H 1.948 2.489 0.487
15 H 1.673 1.993 2.245
16 H 2.097 -0.220 2.116
17 H 1.050 -1.300 1.013
18 H 0.245 0.562 -0.015

Calculated values
- E_LUMO: -4.9 eV
- HOMO energy: -13.69 eV
- Total charge: +1
- Frontier orbital gap: 8.79 eV
- M: 86.2 g/mol

Here are the Löwdin charges for atoms 1 to 8, given in e: C -0.104; C -0.244; C -0.025; H 0.092; H 0.082; H 0.071; H 0.108; H 0.071

B) DFT (ωB97M-V with the def2-TZVPD basis set) results for a 2-piece molecular cluster, C5H12N overall.

Geometry (Å):
1 C 4.546 0.079 -0.091
2 C 0.052 0.042 0.217
3 N 1.193 0.664 0.211
4 C -3.366 -0.397 -0.919
5 C -2.478 -0.447 0.462
6 C -1.248 0.480 0.563
7 H 3.966 0.676 0.746
8 H 5.526 -0.429 0.191
9 H 4.551 0.902 -0.858
10 H 3.953 -0.834 -0.473
11 H -3.688 0.643 -1.033
12 H 0.087 -1.056 -0.004
13 H -2.878 -0.910 -1.769
14 H -4.437 -0.797 -0.729
15 H -2.281 -1.535 0.602
16 H -3.113 -0.146 1.273
17 H 0.945 1.680 0.459
18 H -1.332 1.386 1.151

Calculated values
- E_LUMO: -8.4 eV
- HOMO energy: -14.78 eV
- Total charge: +1
- Frontier orbital gap: 6.41 eV
- M: 86.2 g/mol

Here are the Löwdin charges for atoms 1 to 8, given in e: C -0.108; C -0.178; N 0.256; C -0.028; C -0.144; C 0.173; H 0.023; H 0.032

Relative energies, hartree: A) 0.0000; B) 0.1238.

A) DFT (ωB97M-V with the def2-TZVPD basis set) results for a 2-piece molecular cluster, C5H12N overall.

Geometry (Å):
1 C -1.845 1.887 1.888
2 C -0.695 1.967 1.326
3 C 0.714 -1.376 0.839
4 C 0.494 -1.163 -2.162
5 C 0.886 -0.093 0.163
6 N 0.195 -0.051 -1.122
7 H -2.401 2.843 2.120
8 H -2.411 1.139 2.443
9 H 0.055 2.619 0.888
10 H -0.240 -1.719 0.477
11 H 1.404 -2.201 0.566
12 H 0.741 -1.042 1.871
13 H -0.277 -1.094 -2.947
14 H 1.557 -0.911 -2.623
15 H 0.623 -2.127 -1.670
16 H 1.618 0.670 0.398
17 H 0.417 0.898 -1.575
18 H -0.835 -0.247 -0.879

Calculated values
- E_LUMO (alpha / beta): -4.4 / -3.7 eV
- HOMO energy (alpha / beta): -12.16 / -12.97 eV
- Total charge: +1
- Frontier orbital gap (alpha / beta): 7.74 / 9.30 eV
- M: 86.2 g/mol

Here are the Löwdin charges for atoms 1 to 8, given in e: C -0.090; C 0.032; C -0.081; C 0.013; C -0.161; N -0.042; H 0.090; H 0.064

B) DFT (ωB97M-V with the def2-TZVPD basis set) results for a 2-piece molecular cluster, C5H12N overall.

Geometry (Å):
1 C 4.352 0.368 -0.338
2 C -0.002 0.036 -0.176
3 N 1.135 -0.312 0.348
4 C -3.402 0.219 0.709
5 C -2.450 -0.129 -0.488
6 C -1.225 -0.645 0.063
7 H 3.380 0.488 -0.808
8 H 4.720 1.340 -0.017
9 H 5.099 -0.103 -0.973
10 H 4.216 -0.225 0.567
11 H -3.570 -0.687 1.289
12 H -0.004 1.029 -0.628
13 H -2.828 0.892 1.348
14 H -4.314 0.713 0.407
15 H -2.242 0.760 -1.072
16 H -2.876 -0.900 -1.148
17 H 1.211 -1.333 0.197
18 H -1.200 -1.509 0.720

Calculated values
- E_LUMO: -8.2 eV
- HOMO energy: -15.67 eV
- Total charge: +1
- Frontier orbital gap: 7.47 eV
- M: 86.2 g/mol

Here are the Löwdin charges for atoms 1 to 8, given in e: C -0.053; C -0.132; N 0.265; C -0.026; C -0.186; C 0.102; H -0.018; H 0.022

Relative energies, hartree: A) 0.0587; B) 0.0000.

A) DFT (ωB97M-V with the def2-TZVPD basis set) results for an isolated ion of composition C5H12N and charge +1.

Geometry (Å):
1 C 0.521 1.047 1.274
2 C -0.373 0.857 0.040
3 C -0.605 -0.508 -0.612
4 C 0.413 -1.355 -0.828
5 C -1.879 -0.519 -1.397
6 N 1.668 0.048 1.411
7 H 0.926 2.053 1.306
8 H -0.004 0.962 2.221
9 H 0.011 1.522 -0.728
10 H -1.372 1.184 0.316
11 H 1.402 -0.951 -1.041
12 H 0.238 -2.375 -1.165
13 H -2.362 0.444 -1.566
14 H -1.634 -0.753 -2.440
15 H -2.697 -1.160 -1.070
16 H 1.365 -0.875 1.728
17 H 2.057 -0.086 0.478
18 H 2.324 0.466 2.074

Calculated values
- E_LUMO: -3.5 eV
- HOMO energy: -13.13 eV
- Total charge: +1
- Frontier orbital gap: 9.60 eV
- M: 86.2 g/mol

Here are the Löwdin charges for atoms 1 to 8, given in e: C -0.114; C -0.140; C -0.324; C 0.027; C -0.052; N 0.187; H 0.131; H 0.130

B) DFT (ωB97M-V with the def2-TZVPD basis set) results for a 2-piece molecular cluster, C5H12N overall.

Geometry (Å):
1 C 1.209 -0.727 1.520
2 C 1.964 -1.086 0.237
3 C 0.925 -1.334 -0.879
4 C 0.274 -0.027 -1.168
5 C -0.648 0.433 -0.337
6 N -3.127 2.278 0.237
7 H 0.382 -0.035 1.201
8 H 1.862 -0.272 2.260
9 H 0.765 -1.613 1.974
10 H 2.626 -1.943 0.349
11 H 2.567 -0.237 -0.078
12 H 0.169 -2.000 -0.459
13 H 1.389 -1.789 -1.751
14 H 0.633 0.624 -1.972
15 H -0.641 1.504 -0.041
16 H -3.995 2.501 -0.219
17 H -3.299 1.782 1.100
18 H -2.578 1.668 -0.340

Calculated values
- E_LUMO: -8.2 eV
- HOMO energy: -13.51 eV
- Total charge: +1
- Frontier orbital gap: 5.30 eV
- M: 86.2 g/mol

Here are the Löwdin charges for atoms 1 to 8, given in e: C -0.033; C -0.201; C -0.158; C -0.043; C 0.311; N 0.035; H 0.063; H 0.102

C) DFT (ωB97M-V with the def2-TZVPD basis set) results for a 2-piece molecular cluster, C5H12N overall.

Geometry (Å):
1 C 2.392 0.020 0.902
2 C 1.799 -1.098 0.047
3 C 0.721 -0.665 -0.955
4 C -0.586 -0.268 -0.302
5 C -0.736 0.200 0.882
6 N -3.153 1.383 -0.518
7 H 2.984 -0.478 1.672
8 H 3.043 0.704 0.379
9 H 1.617 0.592 1.440
10 H 2.618 -1.565 -0.494
11 H 1.374 -1.873 0.690
12 H 1.061 0.200 -1.534
13 H 0.510 -1.447 -1.674
14 H -1.392 -0.021 -1.022
15 H -1.180 -0.313 1.725
16 H -4.031 1.699 -0.891
17 H -3.284 1.061 0.429
18 H -2.499 2.152 -0.475

Calculated values
- E_LUMO: -7.0 eV
- HOMO energy: -14.40 eV
- Total charge: +1
- Frontier orbital gap: 7.42 eV
- M: 86.2 g/mol

Here are the Löwdin charges for atoms 1 to 8, given in e: C -0.078; C -0.242; C -0.135; C -0.048; C 0.341; N 0.029; H 0.090; H 0.085

Relative energies, hartree: A) 0.0000; B) 0.1424; C) 0.1017.

A) DFT (ωB97M-V with the def2-TZVPD basis set) results for an isolated ion of composition C5H12N and charge +1.

Geometry (Å):
1 C 1.233 -0.051 -0.814
2 C 1.046 0.064 0.678
3 C 0.065 -0.958 1.264
4 C -2.006 0.162 0.439
5 C -1.277 -0.949 0.538
6 N 0.419 1.066 -1.512
7 H 2.221 0.021 -1.247
8 H 0.782 -0.950 -1.227
9 H 0.729 1.078 0.954
10 H 1.982 -0.047 1.228
11 H 0.531 -1.942 1.256
12 H -0.057 -0.691 2.314
13 H -1.777 0.995 1.092
14 H -2.983 0.167 -0.034
15 H -1.519 -1.868 0.009
16 H 0.730 1.214 -2.470
17 H 0.442 1.928 -0.961
18 H -0.559 0.760 -1.508

Calculated values
- E_LUMO: -3.4 eV
- HOMO energy: -13.98 eV
- Total charge: +1
- Frontier orbital gap: 10.54 eV
- M: 86.2 g/mol

Here are the Löwdin charges for atoms 1 to 8, given in e: C -0.108; C -0.193; C -0.189; C -0.007; C -0.158; N 0.191; H 0.129; H 0.130

B) DFT (ωB97M-V with the def2-TZVPD basis set) results for an isolated ion of composition C5H12N and charge +1.

Geometry (Å):
1 C -1.366 0.615 -0.233
2 C -0.237 0.887 -1.234
3 C 1.217 0.127 -0.906
4 C 1.517 -0.959 1.334
5 C 1.497 0.157 0.588
6 N -1.587 -0.672 0.460
7 H -1.351 1.373 0.656
8 H -2.264 0.996 -0.672
9 H -0.023 1.928 -1.134
10 H -0.303 0.523 -2.335
11 H 1.148 -0.918 -1.280
12 H 2.095 0.723 -1.494
13 H 1.397 -2.014 0.910
14 H 1.577 -0.946 2.391
15 H 1.379 1.152 1.161
16 H -2.486 -0.999 0.104
17 H -1.319 -0.640 1.575
18 H -0.890 -1.333 0.108

Calculated values
- E_LUMO: -3.9 eV
- HOMO energy: -13.72 eV
- Total charge: +1
- Frontier orbital gap: 9.79 eV
- M: 86.2 g/mol

Here are the Löwdin charges for atoms 1 to 8, given in e: C -0.205; C -0.143; C -0.185; C -0.031; C -0.218; N 0.163; H 0.163; H 0.115

Relative energies, hartree: A) 0.0000; B) 0.0614.